No. 1
The following is a quantum chemistry calculation of 4 unconnected molecules or ions with the total composition C29H34Br3F2IN5O8P, from the Open Molecules 2025 dataset.

Computed properties:
SMILES	CC[C@H](N(I)C[C@H](C)Br)[C@@](OC(F)F)(/C(Br)=C(\C)Br)P(N)O.O=[N+]([O-])c1ccccc1.O=[N+]([O-])c1ccccc1.O=[N+]([O-])c1ccccc1
frontier orbital gap	7.167	eV
HOMO	-8.3	eV
maximum force	3.395	eV/A
electronic energy	-10561.57944	a.u.

Geometry (Å):
C 3.1228 3.1472 -0.8702
C 3.5982 2.6385 0.5771
C 2.9616 1.2422 0.9807
N 1.4973 1.2159 1.1769
I 0.6135 2.9846 1.6661
C 0.8220 0.4627 0.1013
C -0.7248 0.1797 0.2847
C -1.6811 1.2430 -0.4653
Br -1.3078 -0.1702 2.1530
C 3.8233 0.5836 2.1478
O 5.2497 0.4587 1.8241
C 5.5537 -0.2799 0.7190
F 6.9198 -0.6310 0.8491
F 5.5164 0.4251 -0.5146
C 3.9126 1.6412 3.3576
Br 5.5000 2.8570 3.4425
C 2.9718 1.8294 4.3501
C 1.6862 0.9745 4.4910
Br 3.2403 3.2330 5.7356
P 3.3427 -1.1805 2.6613
N 3.8659 -1.2601 4.3663
O 1.6516 -1.4350 2.5618
H 2.0058 3.1504 -0.9910
H 3.5199 2.3866 -1.6204
H 3.5991 4.1291 -1.1537
H 4.7231 2.5165 0.4446
H 3.5172 3.4392 1.3685
H 3.1261 0.5928 0.0535
H 1.3109 -0.5375 -0.1326
H 0.9385 1.0698 -0.8622
H -0.9279 -0.7899 -0.2631
H -2.0604 0.8170 -1.4251
H -1.1098 2.2048 -0.6693
H -2.5074 1.5182 0.2553
H 5.0275 -1.2439 0.5190
H 1.8217 -0.0153 5.0338
H 0.9749 1.5559 5.1661
H 1.1016 0.7558 3.5600
H 3.8238 -2.2589 4.5924
H 4.8571 -0.9855 4.4256
H 1.3645 -2.0075 3.3025
O 13.3574 3.9936 5.0170
N 12.2620 4.5109 4.8926
O 11.9716 5.6167 5.3109
C 11.2232 3.7498 4.1972
C 11.5057 2.4677 3.7371
C 10.5097 1.7395 3.0984
C 9.2468 2.2939 2.9201
C 8.9762 3.5802 3.3742
C 9.9652 4.3145 4.0163
H 12.4855 2.0264 3.8707
H 10.7166 0.7373 2.7416
H 8.4692 1.7206 2.4258
H 7.9908 4.0090 3.2296
H 9.7422 5.3140 4.3686
O -3.0557 -1.2618 -1.0580
N -4.1205 -0.6780 -1.1472
O -4.3430 0.4445 -0.7197
C -5.2198 -1.3779 -1.8113
C -5.0237 -2.6731 -2.2802
C -6.0782 -3.3422 -2.8891
C -7.3138 -2.7168 -3.0295
C -7.4974 -1.4185 -2.5668
C -6.4495 -0.7427 -1.9542
H -4.0667 -3.1694 -2.1762
H -5.9391 -4.3538 -3.2524
H -8.1348 -3.2424 -3.4988
H -8.4605 -0.9348 -2.6809
H -6.6050 0.2671 -1.5948
O -9.4532 -4.9278 -4.1329
N -10.0405 -3.9144 -4.4664
O -9.8411 -2.8116 -3.9802
C -11.0543 -4.0261 -5.5148
C -11.3346 -5.2723 -6.0659
C -12.3146 -5.3775 -7.0443
C -13.0014 -4.2444 -7.4670
C -12.7078 -3.0006 -6.9180
C -11.7312 -2.8867 -5.9371
H -10.8060 -6.1609 -5.7440
H -12.5460 -6.3441 -7.4761
H -13.7699 -4.3311 -8.2274
H -13.2436 -2.1204 -7.2528
H -11.5126 -1.9140 -5.5140

***

No. 2
The following is a quantum chemistry calculation of 3 unconnected molecules or ions with the total composition C29H34ClF3N7O10P2S, from the Open Molecules 2025 dataset.

Computed properties:
frontier orbital gap	7.211	eV
HOMO	-11.0	eV
net charge	+1
maximum force	1.070	eV/A
electronic energy	-4101.50035	a.u.

Geometry (Å):
C 4.9609 0.6020 2.2368
C 4.6451 -0.8338 1.9062
N 4.4137 -1.7287 2.7615
C 4.5640 -1.2503 0.4339
N 3.1539 -1.3691 0.0227
C 2.3442 -2.4287 0.3901
P 2.7770 -3.9931 1.2638
N 2.0865 -5.1992 0.5856
O 2.3810 -3.7577 2.7768
O 4.3489 -4.1840 1.3495
C 1.0731 -2.1289 -0.0592
C -0.2067 -2.8530 0.1920
C -0.5970 -2.8106 1.6920
C -1.6833 -1.8023 1.9956
N -1.2132 -0.4186 1.8165
C 0.0891 -0.1841 2.4368
C 0.4957 1.2559 2.6202
C 1.4126 1.5199 3.6308
C 1.8873 2.7852 3.8893
C 1.4161 3.8510 3.1413
C 0.5019 3.6154 2.1362
C 0.0607 2.3329 1.8591
O -0.8240 2.1398 0.8223
N 1.1536 -0.9517 -0.7906
P -0.1073 0.0510 -1.7644
O -1.4774 -0.5391 -1.2071
Cl 0.0408 -1.0188 -3.4947
C 2.4381 -0.5264 -0.7390
S 3.0781 0.8989 -1.5960
O 2.1619 1.2321 -2.6377
O 4.4483 0.6530 -1.9064
C 2.9722 2.3243 -0.3593
F 2.2805 3.2976 -0.9497
F 2.3425 1.9155 0.7398
F 4.2041 2.7377 -0.0853
H 5.6077 0.6034 3.1144
H 5.4831 1.1218 1.4403
H 4.0505 1.1324 2.5174
H 4.4775 -1.3693 3.7134
H 5.0636 -0.5087 -0.1755
H 5.0527 -2.2005 0.2628
H 1.5455 -4.9797 -0.2376
H 1.7915 -4.4836 3.0357
H 4.6877 -4.3679 0.4623
H -0.9803 -2.4576 -0.4390
H -0.0769 -3.8967 -0.0874
H -0.9590 -3.8079 1.9464
H 0.2739 -2.6472 2.3204
H -2.1123 -1.9507 2.9897
H -2.4971 -1.9803 1.2859
H -1.8648 0.2010 2.2830
H 0.1680 -0.6817 3.4131
H 0.8627 -0.6486 1.8153
H 1.7778 0.6994 4.2383
H 2.6106 2.9577 4.6738
H 1.7443 4.8617 3.3362
H 0.1119 4.4349 1.5454
H -0.5589 2.7000 0.0855
H -2.0486 -0.9209 -1.8897
C -7.9401 0.9993 2.2653
C -7.2617 2.1523 2.6381
C -5.9948 2.0657 3.1910
C -5.4318 0.8137 3.3556
C -6.0894 -0.3487 2.9967
C -7.3566 -0.2479 2.4471
N -4.0806 0.7180 3.9266
O -3.5244 1.7433 4.2534
O -3.5827 -0.3912 4.0307
H -8.9283 1.0730 1.8319
H -7.7192 3.1215 2.4979
H -5.4552 2.9522 3.4877
H -5.6229 -1.3105 3.1458
H -7.8892 -1.1439 2.1606
C 1.0512 1.4043 -8.4851
C 0.7971 1.5430 -7.1262
C -0.4420 1.1910 -6.6177
C -1.4001 0.6971 -7.4800
C -1.1725 0.5531 -8.8349
C 0.0682 0.9147 -9.3360
N -2.7041 0.2983 -6.9200
O -2.8687 0.4423 -5.7215
O -3.5288 -0.1591 -7.6777
H 2.0191 1.6778 -8.8829
H 1.5619 1.9242 -6.4637
H -0.6617 1.2946 -5.5665
H -1.9450 0.1670 -9.4825
H 0.2684 0.8102 -10.3930

***

No. 3
The following is a quantum chemistry calculation of a molecular structure, C29H34HfN10O3S, from the Open Molecules 2025 dataset.

Computed properties:
relative energy (zero: lowest compared OMol25 entry of this formula, charge and spin)	24.0	kcal per mole
frontier orbital gap (spin up / spin down)	5.761 / 5.816	eV
HOMO (spin up / spin down)	-12.0 / -12.0	eV
net charge	+2
maximum force	1.583	eV/A
electronic energy	-2344.67054	a.u.

Geometry (Å):
Hf 0.5920 -0.2867 -0.3596
C -4.8779 2.2140 -0.1433
C -4.3782 1.9359 1.1242
C -3.0222 1.6797 1.2989
C -2.1492 1.7078 0.2108
C -2.6461 2.0074 -1.0483
C -4.0044 2.2541 -1.2220
N -0.7720 1.3621 0.4430
C -0.1269 2.0489 1.3941
C -0.4182 3.3903 1.8007
C 0.3473 3.9982 2.7375
C 1.4500 3.3386 3.3967
C 1.7605 2.0720 3.0710
C 0.9851 1.4002 2.0771
N 1.1333 0.1145 1.7310
N 2.0260 -0.6451 2.2650
C 1.9758 -1.9405 1.7321
C 2.8559 -2.8892 2.2377
C 2.7668 -4.1808 1.7781
C 1.8062 -4.5138 0.8150
C 0.9917 -3.5236 0.3385
N 1.0582 -2.2498 0.7849
H -5.9316 2.4255 -0.2835
H -5.0405 1.9323 1.9835
H -2.6250 1.4668 2.2877
H -1.9843 2.0800 -1.8979
H -4.3756 2.4969 -2.2113
H -1.2284 3.9195 1.3162
H 0.1314 5.0281 2.9977
H 2.0241 3.8718 4.1442
H 2.5758 1.5378 3.5419
H 3.5753 -2.5812 2.9856
H 3.4362 -4.9395 2.1660
H 1.7063 -5.5241 0.4418
H 0.2514 -3.7093 -0.4261
N -2.2890 -1.3429 -3.6656
C -1.5131 -0.7810 -2.7099
S -1.6008 -1.5112 -1.0755
N -0.8067 0.2481 -3.0901
N 0.1092 0.7565 -2.1616
C 0.6148 1.9132 -2.3671
C 1.6421 2.5152 -1.5068
C 1.7976 3.9037 -1.5958
C 2.7306 4.5674 -0.8322
C 3.5585 3.8296 0.0188
C 3.4564 2.4512 0.0945
C 2.5040 1.7811 -0.6543
O 2.4103 0.4126 -0.5965
H -2.9730 -2.0328 -3.4226
H -2.3333 -0.8993 -4.5685
H 0.2661 2.4754 -3.2306
H 1.1534 4.4580 -2.2734
H 2.8297 5.6439 -0.9015
H 4.3035 4.3401 0.6199
H 4.1137 1.8656 0.7294
N -3.8338 -2.6884 1.1128
C -3.2321 -3.0607 2.4517
C -2.6728 -1.8133 3.1054
N -1.6829 -1.0754 2.3321
H -4.2904 -3.4806 0.6641
H -3.1338 -2.3199 0.4580
H -4.5329 -1.9512 1.2248
H -2.4577 -3.8027 2.2669
H -4.0285 -3.5091 3.0408
H -2.2417 -2.1021 4.0617
H -3.5153 -1.1463 3.3164
H -2.0438 -0.6530 1.4858
H -0.8334 -1.5895 2.1432
N 3.4733 -2.4233 -4.7479
C 2.8329 -2.8258 -3.4519
C 2.1170 -1.5754 -2.9370
O 2.3162 -0.5432 -3.5900
O 1.4265 -1.7619 -1.8928
H 4.4783 -2.5643 -4.7723
H 3.2220 -1.3764 -4.7013
H 3.0571 -2.8633 -5.5622
H 3.5988 -3.1223 -2.7426
H 2.1338 -3.6455 -3.5853

***

Question: Among the records above, which one has the highest maximum force?
Answer: C29H34Br3F2IN5O8P

***

Question: What is the electronic energy in the first record?
Answer: -10561.57944 a.u.

***

Question: Among the records above, which one has the lowest maximum force?
Answer: C29H34ClF3N7O10P2S

***

Question: Which of these has the highest electronic energy?
Answer: C29H34HfN10O3S